[1]
{
  "formula": "C13H25FGaN2O",
  "method": "wB97M-V/def2-TZVPD",
  "elements": ["C", "C", "N", "Ga", "F", "C", "C", "C", "C", "C", "O", "C", "H", "H", "H", "H", "H", "H", "H", "H", "H", "H", "H", "H", "H", "H", "H", "H", "H", "H", "H", "H", "N", "C", "C", "C", "C", "C", "H", "H", "H", "H", "H"],
  "positions_angstrom": [[0.65289, -1.74037, 2.25319], [-0.50349, -1.08602, 1.49907], [-0.78873, 0.25998, 2.00461], [-1.01016, 1.56236, 0.57884], [-1.65569, 0.60968, -0.89117], [0.79746, 2.32153, 0.03237], [1.43434, 1.46745, -1.07977], [-2.44154, 2.92776, 1.04421], [-3.57378, 2.40958, 1.94482], [-4.07573, 1.02615, 1.57830], [-4.96870, 1.12816, 0.46578], [-4.81617, 0.10228, -0.50487], [0.88740, -2.71308, 1.81896], [1.52617, -1.09244, 2.21680], [0.35424, -1.88749, 3.29174], [-0.23183, -1.09163, 0.43846], [-1.39671, -1.70879, 1.61106], [-0.05592, 0.54484, 2.64399], [0.73571, 3.37427, -0.24645], [1.45060, 2.24406, 0.90675], [0.70343, 1.26866, -1.86272], [1.72715, 0.50951, -0.66342], [2.30317, 1.95419, -1.52696], [-1.93676, 3.74752, 1.56491], [-2.86625, 3.37068, 0.14435], [-4.43910, 3.07166, 1.84149], [-3.30404, 2.41448, 3.00043], [-4.64400, 0.62671, 2.43233], [-3.25965, 0.33389, 1.39053], [-5.79906, -0.14238, -0.91423], [-4.17638, 0.45535, -1.31141], [-4.40096, -0.80557, -0.07013], [3.49281, -1.12332, -1.69193], [4.82264, -1.10598, -1.68578], [5.60872, -2.11285, -2.22691], [4.97498, -3.20118, -2.80509], [3.59023, -3.23529, -2.81865], [2.89939, -2.17372, -2.25121], [5.27535, -0.23582, -1.22127], [6.68800, -2.04447, -2.19499], [5.55136, -4.00962, -3.23793], [3.05435, -4.06558, -3.25833], [1.81428, -2.15520, -2.23975]],
  "spin_multiplicity": 1,
  "e_tot_ev": -74009.2287,
  "charge": -1,
  "e_homo_ev": -3.8127,
  "homo_lumo_gap_ev": 6.5
}

=====

[2]
{
  "formula": "C13H25GdINO4P2",
  "method": "wB97M-V/def2-TZVPD",
  "elements": ["C", "C", "H", "H", "H", "O", "I", "Gd", "P", "C", "C", "H", "H", "H", "H", "H", "H", "C", "H", "H", "H", "P", "C", "C", "H", "H", "H", "C", "H", "H", "H", "H", "H", "H", "C", "O", "O", "C", "C", "C", "C", "O", "N", "H", "H", "H", "H"],
  "positions_angstrom": [[5.27580, -3.00481, -3.83802], [3.83246, -3.04143, -3.40046], [5.47698, -3.86462, -4.49757], [5.92961, -3.06105, -2.95641], [5.47194, -2.07216, -4.38541], [2.98275, -3.85022, -3.68955], [3.07766, -1.37559, -2.00005], [0.51095, 0.58646, 0.18356], [-1.03679, 1.16506, -2.10059], [-2.70470, 1.04318, -2.80369], [-0.90570, 2.98397, -1.91899], [-0.95943, 3.37191, -2.93505], [-0.22357, 1.68026, -4.27412], [0.05504, 3.29146, -1.47897], [1.12426, 0.97695, -3.29204], [-3.45268, 1.32589, -2.04839], [-1.73974, 3.38203, -1.33225], [0.05091, 0.88857, -3.55606], [-2.75137, 1.76195, -3.64053], [-0.12571, -0.10608, -4.00349], [-2.91097, 0.03177, -3.17350], [0.27600, -1.61447, 1.88496], [-0.95715, -2.70522, 2.65741], [1.72243, -2.71828, 1.61857], [1.59267, 0.06972, 3.14190], [1.26463, -1.44938, 4.00576], [-0.01392, -0.21732, 3.88865], [0.82537, -0.68505, 3.36563], [2.58833, -2.16693, 1.19978], [1.97434, -3.10210, 2.62184], [-0.46847, -3.14006, 3.54703], [-1.25953, -3.50207, 1.96860], [1.47022, -3.55504, 0.94343], [-1.83412, -2.11666, 2.97144], [-1.56157, -0.81669, -0.15263], [-2.57783, -1.35525, -0.31703], [-3.31730, 0.33056, 2.19064], [-2.55599, 1.27806, 2.26453], [-2.67008, 2.57297, 3.04041], [-1.37488, 3.31250, 2.75536], [-0.63545, 2.35838, 1.85105], [0.55573, 2.49062, 1.35744], [-1.33329, 1.25900, 1.57158], [-3.53877, 3.16289, 2.71645], [-2.78879, 2.38558, 4.11817], [-1.55719, 4.27464, 2.25603], [-0.80310, 3.53612, 3.67459]],
  "de_lowest_kj_mol": 5.9,
  "s2": 16.079,
  "spin_multiplicity": 8,
  "e_tot_ev": -71066.0406,
  "charge": 2,
  "e_homo_ev": [-15.3467, -15.3517],
  "homo_lumo_gap_ev": [8.6, 6.0]
}

=====

[3]
{
  "formula": "C13H25N2S2",
  "method": "wB97M-V/def2-TZVPD",
  "elements": ["C", "C", "C", "C", "C", "S", "C", "C", "C", "N", "N", "C", "C", "C", "C", "C", "S", "H", "H", "H", "H", "H", "H", "H", "H", "H", "H", "H", "H", "H", "H", "H", "H", "H", "H", "H", "H", "H", "H", "H", "H", "H"],
  "positions_angstrom": [[0.61619, 4.13660, -1.25710], [-0.86257, 4.34434, -1.57582], [-1.75143, 3.32566, -0.85965], [-1.69390, 1.93360, -1.52016], [-1.16170, 0.85242, -0.59684], [-2.42441, 0.17163, 0.54812], [-1.43346, -1.21596, 0.82289], [-1.75388, -2.01114, 2.06142], [-0.78426, -3.00153, 2.66702], [-0.41845, -2.79593, 3.85107], [-0.51742, -1.38767, -0.08550], [0.57461, -2.37188, -0.07412], [1.80636, -1.98786, 0.77956], [1.91081, -0.48890, 1.05960], [3.08847, -2.50162, 0.09026], [-0.70103, -0.43147, -1.25465], [0.66048, -0.27995, -2.40389], [0.78999, 4.14795, -0.17822], [1.22910, 4.92054, -1.70306], [0.97789, 3.18349, -1.65835], [-1.00564, 4.23520, -2.65558], [-1.16770, 5.35480, -1.29995], [-2.78082, 3.68225, -0.80762], [-1.40432, 3.24581, 0.17831], [-1.03163, 1.96269, -2.39021], [-2.67904, 1.64930, -1.90042], [-0.38460, 1.25821, 0.05836], [-1.97580, -1.27744, 2.83884], [-2.70198, -2.52744, 1.85528], [-0.50176, -3.88219, 2.09211], [0.18098, -3.54485, 4.19799], [0.16326, -3.33128, 0.22073], [0.88359, -2.47906, -1.11006], [1.73207, -2.48610, 1.74801], [2.07809, 0.07460, 0.13702], [2.77154, -0.31070, 1.70612], [1.03963, -0.08961, 1.58498], [3.67367, -1.67140, -0.30839], [2.87687, -3.20133, -0.72006], [3.72620, -3.02395, 0.80330], [-1.56637, -0.83459, -1.79292], [0.18820, -1.18355, -3.26951]],
  "de_lowest_kj_mol": 0.0,
  "spin_multiplicity": 1,
  "e_tot_ev": -38530.6083,
  "charge": 1,
  "e_homo_ev": -13.3687,
  "homo_lumo_gap_ev": 9.7
}

=====

[4]
{
  "formula": "C13H25NO2Pd",
  "method": "wB97M-V/def2-TZVPD",
  "elements": ["C", "C", "C", "C", "N", "C", "C", "O", "O", "C", "C", "C", "C", "C", "C", "C", "H", "H", "H", "H", "H", "H", "H", "H", "H", "H", "H", "H", "H", "H", "H", "H", "H", "H", "H", "H", "H", "H", "H", "H", "H", "Pd"],
  "positions_angstrom": [[-3.44200, 0.64336, 1.38052], [-3.26669, 0.10778, -0.18784], [-2.68286, -1.42555, -0.12456], [-1.92570, -1.90272, -1.53637], [-0.93315, -2.96882, -1.13164], [0.50221, -2.49725, -1.18986], [1.04437, -2.39934, -2.73380], [0.45119, -3.01429, -3.75986], [2.20690, -1.50137, -2.65643], [1.75049, -0.35552, -1.80125], [0.93084, -1.05115, -0.54911], [2.03225, -0.97121, 0.66211], [1.86996, 0.35094, 1.62422], [1.89816, 1.78793, 0.83503], [2.22986, 2.94022, 2.00109], [0.41043, 2.23854, 0.22162], [-2.72684, 1.56977, 1.60341], [-3.18114, -0.18046, 2.17448], [-4.54950, 0.99324, 1.61892], [-2.58397, 0.87289, -0.75166], [-4.36639, 0.02938, -0.63290], [-1.88710, -1.45928, 0.74105], [-3.53767, -2.19402, 0.13515], [-1.45879, -0.92719, -1.98254], [-2.73617, -2.27435, -2.32618], [-1.20064, -3.35990, -0.20189], [1.08830, -3.42817, -0.75822], [2.81177, 0.10239, -1.50245], [1.13653, 0.37802, -2.47964], [0.00559, -0.50441, -0.08618], [3.15888, -1.09664, 0.29156], [1.83285, -1.91591, 1.36286], [0.89689, 0.22808, 2.30307], [2.79949, 0.34519, 2.37264], [2.74409, 1.87391, 0.00888], [2.62923, 3.94688, 1.53448], [1.16303, 3.20354, 2.46561], [2.89495, 2.51962, 2.87418], [-0.41897, 1.77787, 0.94224], [0.30476, 3.40114, 0.09066], [0.19760, 1.76188, -0.83943], [1.90698, 4.35500, -0.01196]],
  "spin_multiplicity": 1,
  "e_tot_ev": -22920.9925,
  "charge": 2,
  "e_homo_ev": -15.0519,
  "homo_lumo_gap_ev": 2.1
}

=====

[5]
{
  "formula": "C13H25O7Rb",
  "method": "wB97M-V/def2-TZVPD",
  "elements": ["Rb", "O", "C", "O", "O", "H", "C", "C", "O", "C", "H", "H", "H", "H", "H", "H", "C", "C", "O", "C", "H", "H", "H", "H", "H", "H", "C", "C", "O", "C", "H", "H", "H", "H", "H", "H", "C", "C", "O", "C", "H", "H", "H", "H", "H", "H"],
  "positions_angstrom": [[-2.38077, -4.89579, -1.94226], [-1.15716, -0.80818, -0.42133], [-0.82633, -1.22405, -1.71381], [-0.98165, -2.42275, -2.03036], [-0.36981, -0.30979, -2.43267], [-0.74082, 0.06631, -0.58326], [-0.85772, -1.70135, 5.32403], [-0.24819, -1.71751, 3.95137], [0.86610, -1.27354, 3.74954], [-1.09407, -2.24092, 2.82297], [-0.11816, -1.50645, 6.09307], [-1.39206, -2.62868, 5.55143], [-1.64966, -0.94591, 5.34561], [-2.11720, -1.86249, 2.81421], [-1.20250, -3.31897, 3.01941], [-0.62396, -2.10993, 1.85467], [0.79187, 1.48116, 1.18478], [-0.21706, 2.54452, 1.57757], [0.05804, 3.71957, 1.51051], [-1.63208, 2.09027, 1.83972], [1.77398, 1.81498, 1.51036], [0.74174, 1.46347, 0.09237], [0.55365, 0.50705, 1.59907], [-1.88151, 1.11613, 1.42355], [-2.31279, 2.86395, 1.48398], [-1.81310, 2.03006, 2.91973], [2.29028, -3.85045, -2.28130], [2.76128, -3.35660, -0.94610], [3.55334, -3.98658, -0.29149], [2.14887, -2.09280, -0.37754], [1.38285, -4.44576, -2.13041], [3.03971, -4.48479, -2.75196], [1.97091, -3.07326, -2.97636], [1.54979, -2.29137, 0.50320], [1.60033, -1.53738, -1.13949], [3.02222, -1.47492, -0.15001], [0.28939, 4.90201, -3.98959], [-0.89929, 3.98757, -3.80873], [-1.74440, 3.89800, -4.66421], [-0.95329, 3.15753, -2.55603], [1.05992, 4.30590, -4.49328], [0.72500, 5.21491, -3.04500], [0.00264, 5.68521, -4.68611], [-0.82336, 3.74052, -1.64444], [-0.23198, 2.33342, -2.57492], [-1.91298, 2.63767, -2.54048]],
  "de_lowest_kj_mol": 0.0,
  "spin_multiplicity": 1,
  "e_tot_ev": -28874.5753,
  "e_homo_ev": -8.6291,
  "homo_lumo_gap_ev": 7.1
}

=====

[6]
{
  "formula": "C13H26AsCuN3",
  "method": "wB97M-V/def2-TZVPD",
  "elements": ["Cu", "N", "C", "C", "N", "H", "H", "H", "H", "H", "H", "H", "H", "C", "C", "C", "C", "C", "C", "C", "C", "N", "H", "H", "H", "H", "H", "H", "H", "H", "H", "C", "As", "C", "C", "H", "H", "H", "H", "H", "H", "H", "H", "H"],
  "positions_angstrom": [[-1.13500, 0.02173, 0.38814], [-1.49821, -0.70198, 2.15089], [-2.52006, -1.78492, 2.17981], [-3.22982, -1.86508, 0.79322], [-2.27551, -1.54393, -0.31207], [-0.60095, -1.05856, 2.52255], [-1.82666, 0.10679, 2.73553], [-3.24504, -1.48958, 2.94767], [-2.05567, -2.71908, 2.46550], [-4.16484, -1.20985, 0.77149], [-3.58409, -2.93657, 0.63470], [-2.80897, -1.30180, -1.14031], [-1.72354, -2.32257, -0.66261], [2.35703, 2.23915, 0.36595], [1.16899, 3.08016, 0.17049], [1.27096, 4.31057, 0.74094], [0.10859, 5.13536, 0.86880], [-1.07585, 4.67270, 0.26446], [-1.19960, 3.43430, -0.37223], [-2.49403, 3.00031, -0.93157], [-0.07939, 2.46016, -0.29114], [-0.21541, 1.22706, -0.61583], [2.71925, 2.32154, 1.42387], [3.11668, 2.52735, -0.39092], [2.02416, 1.20809, 0.18908], [2.25906, 4.70525, 1.08957], [0.15437, 6.13203, 1.23001], [-1.89529, 5.33396, 0.23883], [-2.87539, 3.86461, -1.52895], [-3.29992, 2.74527, -0.18069], [-2.26053, 2.10367, -1.53459], [3.93080, -3.07505, -0.33631], [1.96425, -3.33180, -0.29715], [1.19710, -1.81409, -1.45128], [1.97355, -4.69099, -1.76546], [4.25768, -4.11723, -0.60818], [4.25417, -2.64867, 0.65100], [4.23356, -2.48196, -1.20570], [1.08188, -0.80766, -0.93122], [0.23688, -2.14189, -1.93188], [1.94066, -1.77801, -2.29654], [0.96538, -4.58465, -2.16580], [2.11916, -5.74248, -1.35422], [2.72960, -4.48168, -2.51781]],
  "de_lowest_kj_mol": 63.5,
  "s2": 0.807,
  "spin_multiplicity": 2,
  "e_tot_ev": -123847.7074,
  "e_homo_ev": [-6.1391, -5.9756],
  "homo_lumo_gap_ev": [6.4, 6.1]
}